No. 1
ORCA calculation (ωB97M-V/def2-TZVPD) on a structure of composition C29H18Br2FeN5O3.

Its molar mass is 700.148 g/mol. The charge is -1. The energy relative to the best compared isomer or geometry (same formula, charge and spin) comes out at 13.13 kcal per mole. Its total energy is -8027.25650 a.u. For the HOMO energy (alpha / beta), the calculation gives -4.9 / -4.9 eV.

Each line ends with the natural charge from an NBO analysis.
Geometry (Å):
Fe 0.65114 0.85148 -0.04080  0.96
O 0.65405 -3.17414 3.63621  -0.71
C 1.76063 -3.44395 2.91815  0.43
C 2.35801 -4.69119 3.12020  -0.31
C 3.49145 -5.04830 2.41757  -0.18
C 4.06409 -4.17080 1.49864  -0.27
C 3.47626 -2.93504 1.30308  -0.13
C 2.33089 -2.54865 1.99638  -0.25
C 1.76182 -1.20210 1.67976  0.63
O 2.32178 -0.45706 0.86090  -0.67
N 0.62237 -0.86522 2.36396  -0.52
N 0.22831 0.31453 1.87498  -0.19
C -0.39016 1.16708 2.59517  -0.04
C -0.39922 2.53324 2.03735  0.18
C -1.05375 3.59637 2.63650  -0.25
C -0.92113 4.86026 2.08071  -0.16
C -0.14388 5.02246 0.94757  -0.27
C 0.47220 3.90513 0.40449  0.08
N 0.35535 2.69141 0.94340  -0.46
H 0.35979 -2.26071 3.38774  0.51
H 1.89820 -5.36586 3.83167  0.21
H 3.93249 -6.02522 2.58160  0.20
H 4.94664 -4.45388 0.93976  0.21
H 3.87739 -2.22854 0.58794  0.24
H -0.72018 0.95402 3.60883  0.19
H -1.65741 3.42576 3.51914  0.22
H -1.42559 5.70821 2.52796  0.21
H -0.01672 5.98962 0.48155  0.22
H 1.06428 3.95935 -0.50082  0.22
Br 1.15168 3.18776 -4.53241  0.03
C -0.43585 2.80643 -3.57648  -0.23
C -1.66297 3.22474 -4.10706  -0.22
C -2.83586 2.98904 -3.44926  -0.13
Br -4.46739 3.59800 -4.21730  0.01
C -2.83567 2.30581 -2.21081  -0.11
C -3.98135 2.00981 -1.43754  -0.14
C -3.85294 1.33229 -0.26511  -0.26
C -2.56731 0.93865 0.16530  0.06
N -1.48970 1.21001 -0.51815  -0.41
C -1.59324 1.88185 -1.68824  0.09
C -0.32934 2.13661 -2.35307  0.43
O 0.75183 1.76953 -1.81213  -0.73
H -1.67391 3.74470 -5.05552  0.23
H -4.95382 2.32638 -1.79143  0.22
H -4.71770 1.09179 0.33942  0.22
H -2.43639 0.37430 1.08272  0.20
N 0.25883 -5.89231 -3.10166  -0.39
C 0.28818 -4.83580 -2.64361  0.32
C 0.31856 -3.51036 -2.06651  -0.24
C 1.17640 -2.53481 -2.57795  -0.19
C 1.20170 -1.27422 -2.00753  -0.19
C 0.39988 -0.91152 -0.90301  -0.21
C -0.46729 -1.91763 -0.44608  -0.29
C -0.51201 -3.19021 -0.99831  -0.16
H 1.81471 -2.78090 -3.41895  0.21
H 1.87005 -0.53198 -2.43253  0.20
H -1.13372 -1.71264 0.38827  0.19
H -1.18444 -3.94358 -0.60467  0.21

Forces on the atoms, in the same order (eV/Å):
-1.79 -0.53 0.70
-0.08 0.21 -0.02
0.09 -0.04 -0.03
-0.03 0.06 -0.02
0.07 -0.01 -0.05
-0.08 0.01 0.07
0.04 -0.07 -0.05
-0.07 0.16 -0.03
-0.44 -0.40 0.50
0.26 0.30 -0.16
0.66 -0.27 -0.35
0.33 -0.08 -0.42
-0.24 0.87 0.03
-0.09 -0.73 0.56
-0.14 0.38 0.02
-0.16 -0.14 0.26
0.14 -0.04 -0.19
-0.12 -0.03 0.07
0.43 0.16 -0.61
0.04 -0.07 -0.04
0.01 0.02 -0.01
-0.01 0.02 0.00
-0.02 0.00 0.01
0.00 -0.01 0.01
0.05 0.03 0.00
0.01 0.02 -0.02
0.01 -0.02 -0.01
0.00 -0.01 0.00
0.02 -0.01 0.01
0.02 0.00 0.01
-0.15 0.12 -0.07
0.24 -0.02 -0.04
-0.07 -0.05 0.15
0.01 -0.01 0.01
-0.01 -0.04 0.02
-0.08 0.12 -0.19
0.18 -0.16 0.22
-0.32 -0.18 0.05
0.61 0.22 0.07
-0.05 0.06 -0.16
-0.33 0.03 -0.08
0.88 -0.03 -0.03
0.02 0.00 0.00
0.01 -0.01 -0.01
0.03 -0.02 -0.01
-0.01 0.08 -0.02
0.00 0.02 -0.01
0.00 0.33 0.16
0.04 -0.31 -0.17
0.00 0.02 -0.02
-0.12 0.07 0.10
0.26 -0.18 -0.31
-0.04 0.11 0.00
-0.08 0.01 0.05
0.01 0.03 0.01
0.02 -0.01 0.03
0.05 -0.03 0.00
0.00 0.02 0.02

***

No. 2
ORCA calculation (ωB97M-V/def2-TZVPD) on a structure of composition C29H19Cl5N4O4V.

Its molar mass is 715.704 g/mol. The charge is -2. Its total energy is -4881.48616 a.u. For the HOMO energy (alpha / beta), the calculation gives 0.1 / 0.2 eV. Its multiplicity is 2. As for the expectation value of S²: 0.865.

Each line ends with the Mulliken spin population.
Geometry (Å):
V 0.55745 -1.04992 -0.40237  0.89
Cl 1.47250 -0.46311 3.10102  0.00
C 2.00845 -1.99888 2.47090  -0.02
C 1.84254 -2.30435 1.11487  0.02
C 2.38985 -3.53823 0.74363  -0.01
Cl 2.35205 -4.05164 -0.92001  0.00
C 2.99366 -4.42510 1.63923  -0.01
Cl 3.63221 -5.95221 1.11512  0.00
C 3.08582 -4.08931 2.98351  0.00
Cl 3.80869 -5.18216 4.11712  0.00
C 2.59858 -2.85826 3.40145  0.00
Cl 2.73315 -2.43258 5.07796  0.00
N -1.15218 9.04911 -1.96954  0.03
C -0.96147 7.92283 -1.78041  -0.01
C -0.72839 6.54055 -1.54865  0.06
C -1.40737 5.55219 -2.28592  -0.01
C -1.19423 4.21908 -2.05261  0.03
C -0.26032 3.74392 -1.07835  -0.03
C 0.42212 4.77381 -0.35840  0.04
C 0.18803 6.10722 -0.57343  -0.01
C -0.03149 2.35523 -0.84853  0.07
C 1.27459 1.89834 -0.45184  0.04
C 2.49054 2.58446 -0.47838  -0.04
C 3.49104 1.69647 -0.01991  0.03
C 2.88084 0.50822 0.26735  -0.03
N 1.52112 0.59107 0.00225  0.00
C -1.11114 1.41312 -1.04910  0.02
C -2.48088 1.67040 -1.14977  -0.02
C -3.13275 0.42989 -1.33608  0.02
C -2.16162 -0.53786 -1.31980  -0.01
N -0.92212 0.03603 -1.12348  -0.01
H -2.09873 5.85636 -3.06423  0.00
H -1.71453 3.49344 -2.66013  0.01
H 1.10927 4.48631 0.42339  0.01
H 0.70450 6.84525 0.03059  0.00
H 2.64094 3.59328 -0.82167  -0.01
H 4.54673 1.90383 0.08588  0.00
H 3.32497 -0.40631 0.61803  -0.01
H -2.94931 2.63826 -1.08961  -0.01
H -4.19033 0.26601 -1.49454  0.00
H -2.26185 -1.59914 -1.45657  0.00
O -0.77817 -3.58982 -2.69597  0.01
C -0.87624 -3.66671 -1.48455  0.00
O -0.45669 -2.85891 -0.58270  -0.02
H -1.34968 -4.57850 -1.04173  0.00
C 1.87326 -0.37696 -2.81149  0.00
O 1.44862 -1.35526 -1.89347  -0.04
H 2.49581 -0.85959 -3.57188  0.00
H 2.44725 0.40990 -2.31513  0.00
H 1.00278 0.07648 -3.29579  0.00
O -0.76747 -0.96418 1.30938  0.00
N -1.64397 -1.85039 1.64399  0.00
C -1.30897 -3.12074 1.93937  0.00
C -2.28177 -4.02109 2.31837  0.00
C -3.60978 -3.63439 2.38076  0.00
C -3.92913 -2.32472 2.05466  0.00
C -2.93340 -1.45102 1.67987  0.00
H -0.26139 -3.35233 1.85166  0.00
H -1.97569 -5.03062 2.55456  0.00
H -4.37887 -4.33688 2.67168  0.00
H -4.95037 -1.97099 2.06774  0.00
H -3.07705 -0.42892 1.36170  0.00

Forces on the atoms, in the same order (eV/Å):
0.30 -0.46 -0.30
0.02 -0.03 -0.02
-0.04 0.09 0.03
-0.06 0.07 -0.08
0.00 -0.03 -0.01
0.01 0.02 0.02
0.01 -0.05 -0.01
-0.01 0.02 0.01
0.01 0.00 -0.01
0.00 0.01 0.00
0.00 -0.01 0.02
0.00 0.00 -0.01
0.00 0.00 0.00
0.01 -0.05 0.01
-0.03 0.12 -0.03
0.00 -0.04 0.01
0.02 0.04 0.01
-0.01 -0.03 -0.01
-0.02 0.03 -0.01
0.02 -0.05 0.02
-0.03 -0.04 -0.02
-0.07 -0.12 0.14
0.08 -0.03 0.01
0.00 0.14 -0.03
-0.13 -0.04 -0.03
0.15 0.11 -0.14
0.07 -0.05 0.17
-0.09 -0.04 -0.03
-0.03 0.14 -0.01
0.10 -0.08 -0.01
-0.09 0.16 -0.25
0.00 0.00 0.00
0.00 0.00 0.00
0.02 -0.02 0.00
0.00 0.00 0.00
0.00 0.02 0.01
0.00 0.01 0.00
-0.03 -0.04 0.00
-0.01 0.00 0.01
0.00 0.00 0.00
0.01 0.01 -0.02
-0.16 0.09 -0.06
0.42 -0.30 0.06
-0.10 0.22 0.04
-0.09 0.07 -0.01
0.02 -0.05 -0.13
-0.22 0.25 0.43
-0.02 0.00 -0.01
0.01 -0.02 0.01
0.00 -0.01 0.01
0.23 -0.18 0.23
-0.30 0.18 -0.01
0.03 0.01 0.04
0.03 -0.09 0.03
0.01 0.07 0.00
-0.02 -0.05 0.00
-0.03 0.00 -0.07
0.02 0.02 0.00
0.00 0.00 -0.01
0.00 -0.01 0.00
0.00 0.01 0.00
-0.01 0.01 0.00

***

No. 3
ORCA calculation (ωB97M-V/def2-TZVPD) on a structure of composition C29H20ClF5PRuS.

Its molar mass is 663.033 g/mol. The energy relative to the best compared isomer or geometry (same formula, charge and spin) comes out at 3.04 kcal per mole. Its total energy is -2910.87742 a.u. For the HOMO energy (alpha / beta), the calculation gives -6.1 / -8.5 eV. Its multiplicity is 6. As for the expectation value of S²: 8.784.

Each line ends with the Mulliken spin population.
Geometry (Å):
C -0.21551 0.66594 1.67302  0.15
C -0.91398 1.62560 0.86642  0.15
C -2.01011 0.91550 0.18906  0.00
H -0.76684 2.70005 0.89731  0.03
C -1.86714 -0.48803 0.51521  0.12
C -0.85007 -0.58641 1.49721  0.23
H -0.62043 -1.49193 2.05265  0.04
H 0.61841 0.88766 2.33139  0.01
H -2.84943 1.35735 -0.32396  0.03
H -2.51212 -1.29110 0.18422  0.02
Ru -0.24700 0.46215 -0.85397  3.39
Cl -0.42134 -1.27482 -2.37347  0.36
P -0.82311 1.85314 -2.39616  -0.08
C -2.62241 1.97041 -2.84647  -0.04
C -3.21850 3.20767 -3.14428  0.01
H -2.68029 4.12911 -2.95100  0.00
C -4.48454 3.27596 -3.71992  0.00
H -4.89405 4.25498 -3.97546  0.00
C -5.18640 2.09417 -3.96997  0.00
H -6.16976 2.15589 -4.42629  0.00
C -4.62304 0.85412 -3.64880  0.00
H -5.17353 -0.06368 -3.85977  0.00
C -3.34507 0.79255 -3.07748  0.00
H -2.88627 -0.16535 -2.83766  0.00
C -0.54007 3.66761 -2.12379  -0.02
C -1.05229 4.28686 -0.97659  -0.01
H -1.70513 3.73107 -0.29954  0.02
C -0.77975 5.63328 -0.71763  -0.01
H -1.05318 6.07216 0.24081  0.00
C -0.19716 6.41953 -1.71335  0.01
H -0.05801 7.48680 -1.55884  0.00
C 0.16681 5.84469 -2.93093  -0.01
H 0.54654 6.45343 -3.74751  0.00
C 0.04586 4.46688 -3.11893  0.00
H 0.37383 4.01783 -4.05262  0.00
C -0.12937 1.65276 -4.08647  -0.03
C -0.88764 1.91865 -5.23331  0.01
H -1.95218 2.12305 -5.15040  0.00
C -0.28796 1.94246 -6.49057  0.00
H -0.89188 2.19644 -7.36005  0.00
C 1.07213 1.65955 -6.61322  0.00
H 1.53732 1.69038 -7.59293  0.00
C 1.82308 1.33693 -5.48003  0.01
H 2.88360 1.12240 -5.57578  0.00
C 1.21987 1.30255 -4.21814  0.03
H 1.78378 1.02042 -3.33101  0.01
F 3.42321 -2.98667 5.08857  0.00
C 3.12136 -2.39679 3.92310  0.06
C 2.52643 -3.13303 2.89753  -0.01
F 2.25974 -4.44053 3.08404  0.00
C 2.21201 -2.50641 1.70114  0.04
F 1.54559 -3.21124 0.76730  0.00
C 2.50895 -1.14391 1.45811  -0.04
S 2.15453 -0.44031 -0.07566  0.48
C 3.09840 -0.43598 2.52988  0.04
F 3.34457 0.88961 2.41894  0.00
C 3.40127 -1.04972 3.73754  -0.02
F 3.95714 -0.34142 4.74277  0.00

Forces on the atoms, in the same order (eV/Å):
-0.82 0.64 -0.15
-1.27 -0.60 1.43
-0.35 0.14 1.68
0.11 -0.48 -0.01
-0.50 1.10 1.04
-0.01 -0.67 0.35
0.16 0.14 -0.32
-0.18 -0.07 -0.24
0.08 0.03 -0.06
0.12 0.15 -0.04
4.43 -3.65 1.16
-0.24 -0.87 -0.43
-1.66 4.20 -4.13
-0.25 -0.06 0.03
0.05 -0.21 -0.01
-0.10 -0.13 -0.12
0.11 -0.35 0.18
-0.01 -0.36 0.09
0.19 0.07 -0.01
0.10 -0.13 0.05
0.16 0.26 0.12
0.16 0.25 0.11
-0.20 0.23 -0.15
-0.12 0.10 -0.12
-0.07 0.15 -0.36
0.26 0.14 0.13
0.39 0.24 -0.18
-0.19 -0.12 -0.37
-0.13 -0.06 -0.28
0.03 -0.11 -0.05
0.02 -0.19 0.04
-0.05 -0.27 0.14
0.03 -0.03 0.22
0.03 0.06 0.40
-0.01 0.13 0.19
0.12 -0.27 -0.18
0.11 0.10 -0.02
0.25 0.05 -0.04
0.09 -0.13 0.25
0.18 -0.13 0.13
-0.11 0.07 0.26
0.03 -0.02 0.12
-0.21 -0.01 0.13
-0.16 -0.06 0.01
-0.21 0.28 -0.36
0.04 0.09 -0.17
-0.13 0.21 -0.47
0.03 -0.23 0.04
0.02 -0.18 0.11
0.08 0.66 -0.07
-0.21 0.24 -0.25
0.52 0.28 0.52
-0.07 -0.37 0.99
-0.24 0.51 -0.71
-0.21 0.18 -0.34
-0.10 -0.85 0.01
0.15 0.29 0.24
-0.27 -0.37 -0.51